Below is a 3-piece molecular cluster, C11H25BO5PS overall in a non-equilibrium geometry, with properties calculated with ωB97M-V/def2-TZVPD.

Max |F| (eV/A): 3.0
Net charge: -1
HOMO level (eV): -3.9
Total energy (eV): -42847.2780

CARTESIAN COORDINATES (ANGSTROEM)
S: 0.766674 2.426989 2.487734
P: -0.505679 1.162167 1.589830
B: -1.887052 0.513093 2.769085
C: -3.039342 -0.297820 1.876033
C: -4.228605 0.594067 1.886106
C: -4.043409 1.977847 1.012847
O: -4.950790 0.698644 0.762226
H: -1.133627 1.773765 0.481989
H: 0.265405 0.080251 1.138323
H: -2.334068 1.474576 3.360614
H: -1.387714 -0.205913 3.607572
H: -3.368724 -1.223801 2.353377
H: -2.812861 -0.404675 0.815757
H: -4.768866 0.690720 2.826091
H: -4.717133 2.558906 0.379569
H: -4.406810 2.519787 1.945640
O: -0.604253 -2.468882 1.308516
C: -0.664239 -2.493557 0.115022
O: -1.711555 -3.104198 -0.492885
C: -1.968201 -2.981835 -1.886842
C: -1.199552 -4.011096 -2.691249
C: 0.453966 -1.911180 -0.710252
H: -1.776961 -1.964181 -2.229736
H: -3.038408 -3.152556 -2.000579
H: -0.122843 -3.872931 -2.591349
H: -1.459354 -3.943319 -3.749009
H: -1.431002 -5.016066 -2.336285
H: 1.235666 -2.655438 -0.862074
H: 0.862926 -1.079122 -0.154173
H: 0.135110 -1.515946 -1.670485
O: 1.667764 0.527595 -1.765363
C: 2.583334 1.216692 -1.415274
O: 3.792367 0.650252 -1.221091
C: 4.975482 1.410646 -0.985257
C: 5.145686 1.731549 0.485699
C: 2.386712 2.675071 -1.083452
H: 4.993608 2.305639 -1.609523
H: 5.797736 0.779593 -1.322090
H: 4.332115 2.353070 0.859244
H: 6.087495 2.256151 0.655465
H: 5.142876 0.814500 1.073999
H: 2.071433 2.757432 -0.038636
H: 1.596851 3.062553 -1.721717
H: 3.267843 3.290962 -1.253421

Forces on atoms 1 to 2 (eV/Å):
S 0.3790 0.2839 -0.3117
P -0.0851 0.4496 1.4574

Mulliken population analysis, charges in e, atoms 1 to 6:
1 S -0.615
2 P 0.281
3 B 0.313
4 C -0.554
5 C 0.244
6 C -0.901